1.
52
Properties=species:S:1:pos:R:3:forces:R:3:nbo_charge:R:1 method="wB97M-V/def2-TZVPD" fmax_ev_per_a=3.33 charge=+1 gap_ev="6.30 / 6.30"
Cr 0.603069 -0.770514 0.064564 -0.5447 -1.1037 -1.2703 0.643
C -0.891262 -3.937189 -2.272448 -0.1042 -0.0125 0.0409 -0.704
C 0.118164 -2.949654 -1.774285 -0.1026 -0.0360 0.2869 0.600
O -0.233025 -2.223530 -0.804957 -0.0980 -0.7027 -0.5601 -0.617
C 1.401167 -2.836913 -2.396112 0.4210 0.3084 0.0592 -0.318
C 1.845915 -3.819691 -3.312513 -0.1123 0.0529 0.0128 -0.118
C 3.050051 -3.709497 -3.947744 0.0177 -0.0998 -0.0781 -0.258
C 3.858364 -2.587408 -3.704190 -0.0827 0.0459 0.0803 -0.137
C 3.470764 -1.619474 -2.813585 0.0497 0.0617 0.0118 -0.240
C 2.255211 -1.725451 -2.110711 -0.1130 -0.6014 -0.0488 0.398
O 1.944902 -0.801793 -1.243086 0.2632 0.5196 0.1994 -0.702
H -1.862199 -3.723481 -1.832322 0.0323 0.0192 0.0471 0.242
H -0.603163 -4.950562 -1.986828 0.0237 -0.0074 -0.0383 0.255
H -0.966592 -3.895844 -3.357563 0.0140 -0.0667 -0.0135 0.245
H 1.228224 -4.691888 -3.478909 -0.0011 0.0205 -0.1017 0.219
H 3.380911 -4.478908 -4.630637 -0.0032 -0.0033 0.0054 0.230
H 4.806791 -2.489851 -4.215980 0.0069 -0.0007 -0.0034 0.228
H 4.093816 -0.759847 -2.605360 0.0130 -0.0102 -0.0073 0.225
C -0.157242 -1.185963 4.281843 -0.2614 -0.1269 -0.1709 -0.953
Sb -0.902422 -0.927393 2.273211 0.0735 0.7697 0.7302 1.035
C 0.951922 0.332503 1.924375 0.3580 -0.2708 0.0380 -0.904
C -2.247947 0.771158 2.700609 0.3403 -0.3526 -0.1452 -0.707
C -1.597070 2.092353 2.489054 -0.0191 0.1764 0.0151 -0.045
C -0.997376 2.724624 3.582271 -0.0818 -0.0277 -0.0574 -0.213
C -0.365309 3.948240 3.456437 0.0182 0.0337 0.0044 -0.203
C -0.352934 4.582651 2.222408 0.0742 0.0398 -0.0080 -0.209
C -0.950496 3.971931 1.135322 -0.0421 -0.1053 -0.0229 -0.201
C -1.551006 2.712977 1.229241 0.1688 0.0700 0.1686 -0.064
C -2.131614 2.101977 0.000522 0.0851 0.0652 -0.5962 -0.727
Sb -0.787480 0.986004 -1.351690 -0.2227 -0.4794 3.2925 0.920
C 0.882983 2.568364 -1.298585 -0.8106 -0.0674 -1.8200 -0.794
C -2.679117 -0.233747 -2.049274 0.9452 1.2582 -1.1402 -0.762
H 0.223095 -0.233348 4.645458 -0.0176 0.0226 -0.0360 0.235
H 0.634635 -1.931736 4.290605 0.0097 0.0119 -0.0349 0.241
H -0.967626 -1.524103 4.924554 -0.0037 -0.0044 0.0009 0.242
H 0.692245 1.309217 2.325629 -0.1721 0.0115 -0.0218 0.273
H 1.386277 0.554696 0.910725 0.1198 0.9253 0.4762 0.204
H 1.751085 -0.089995 2.535678 0.0124 0.0172 -0.0413 0.237
H -2.540775 0.635106 3.740498 -0.0199 0.0039 0.0117 0.243
H -3.122709 0.629479 2.070864 -0.0219 -0.0618 0.0343 0.234
H -1.042345 2.242358 4.552632 -0.0086 0.0067 0.0034 0.213
H 0.096050 4.414540 4.316581 -0.0137 -0.0025 0.0067 0.227
H 0.118554 5.549599 2.107008 -0.0315 0.0132 0.0187 0.227
H -0.965509 4.480121 0.178080 0.0271 0.0244 -0.0114 0.212
H -2.501201 2.891114 -0.657533 -0.1889 0.0101 0.1118 0.236
H -2.958449 1.425796 0.204991 -0.0151 -0.0301 -0.0385 0.226
H 0.647129 3.368929 -1.995884 0.2054 0.1075 0.0939 0.227
H 1.783698 2.043979 -1.606642 -0.1371 -0.1489 0.0048 0.235
H 0.952713 2.945839 -0.283216 -0.4772 -0.3874 0.1869 0.241
H -3.467382 0.490436 -2.236483 0.0167 -0.0554 -0.0042 0.226
H -2.922052 -0.912972 -1.236999 0.5128 0.2218 0.2899 0.231
H -2.413451 -0.763232 -2.959644 -0.1019 -0.0523 0.0385 0.224

2.
16
Properties=species:S:1:pos:R:3:forces:R:3:nbo_charge:R:1 method="wB97M-V/def2-TZVPD" fmax_ev_per_a=3.12 de_lowest_ev=0.4184 charge=+1 gap_ev=10.75
C 0.080041 1.096976 1.594613 0.0274 0.0027 0.5529 -0.073
C -0.509938 0.595922 0.478238 -0.7572 -0.2604 -0.2161 0.158
C 1.500892 -0.278048 0.602255 -0.8399 -1.1982 -0.1740 0.240
N 1.312409 0.467501 1.685412 1.4810 0.8320 0.0045 -0.460
N 0.356038 -0.289124 -0.095581 1.8103 0.7670 2.4176 -0.467
C -1.827882 0.757981 -0.181606 -0.6810 0.4666 0.0347 -0.652
H -0.253735 1.784733 2.371587 0.0737 -0.2641 -0.5156 0.260
H 2.343961 -0.918038 0.341984 -0.1565 0.4532 0.4078 0.243
H 2.087814 0.707799 2.329083 -1.0036 -0.1948 -0.5205 0.457
H 0.228488 -1.010595 -0.828042 -0.1234 0.6098 -0.2836 0.458
H -2.567752 0.050603 0.229259 0.2465 0.3001 -0.1551 0.249
H -1.718813 0.564910 -1.262084 -0.1182 0.1740 0.4486 0.231
H -2.208234 1.784171 -0.044228 0.0672 -0.5038 -0.1005 0.256
O 0.440809 -1.469673 -2.147328 -0.1710 -1.9224 -2.3756 -0.931
H 1.126035 -2.091369 -2.482309 -0.5883 0.5279 0.2577 0.517
H -0.390135 -1.753752 -2.591253 0.7328 0.2105 0.2174 0.513